# C48H42BrF5O8P2

A cluster of 6 separate species, C48H42BrF5O8P2 in total at a distorted geometry (ωB97M-V/def2-TZVPD, the Open Molecules 2025 dataset).

Charge: 0
Kohn-Sham gap (eV): 8.16
SMILES string: O=C1c2cc(Br)ccc2C(=O)c2cc(PP(=O)(O)O)c(COCOCCO)cc21.Fc1ccccc1.Fc1ccccc1.Fc1ccccc1.Fc1ccccc1.Fc1ccccc1
HOMO energy (eV): -8.81

Geometry (Å):
H1 0.85 3.26 -0.22
H2 0.10 -2.58 -5.90
C1 -0.63 0.21 1.80
H3 4.04 0.97 -1.68
C2 0.86 1.21 7.33
H4 -4.78 4.55 0.99
C3 -1.74 -0.94 -2.97
C4 1.21 1.43 0.67
H5 -2.05 -3.51 -5.12
C5 1.95 0.32 0.75
O1 -0.28 2.53 2.18
C6 6.08 5.29 -4.21
H6 -3.52 2.83 1.17
C7 -3.25 0.22 -8.60
O2 -4.70 -1.55 0.98
H7 -5.11 2.13 -1.11
C8 7.97 5.91 -2.27
H8 -3.60 -0.66 -0.54
H9 -1.32 2.89 5.34
H10 -4.31 -0.06 2.36
H11 -4.33 -1.68 2.95
C9 0.11 -0.90 1.86
H12 -2.69 -4.83 6.05
C10 -0.42 -2.12 -5.07
C11 -0.55 -0.40 -3.39
C12 0.06 1.50 1.61
C13 -1.77 -2.21 2.08
H13 0.79 -0.90 7.70
C14 -1.63 -2.64 -4.63
H14 -1.59 -4.77 2.13
C15 6.43 4.37 -3.25
P1 -2.61 -3.82 2.26
C16 7.37 4.66 -2.27
C17 -1.36 0.80 5.75
C18 0.27 2.28 6.67
C19 3.23 1.11 -0.99
F1 -2.44 0.60 4.97
C20 1.47 2.39 -0.20
O3 -2.91 -2.47 5.00
O4 -5.11 3.87 0.41
C21 -4.57 1.64 -0.32
C22 2.06 -5.28 2.98
H15 -0.15 0.48 -2.90
O5 -2.60 -5.02 5.11
C23 2.50 2.22 -1.04
Br1 2.87 3.57 -2.29
H16 1.06 -0.60 -4.79
H17 4.18 -4.34 5.41
O6 -4.77 -4.01 4.29
H18 -0.94 2.83 -6.93
C24 2.55 -4.55 4.05
H19 6.41 7.27 -4.95
C25 2.76 -6.32 2.42
C26 4.00 -6.64 2.94
H20 5.35 5.02 -4.96
H21 -3.72 -2.01 5.24
C27 -0.43 -2.11 2.01
H22 -5.11 2.22 1.64
C28 -3.56 1.57 -8.68
C29 -1.95 0.10 1.87
C30 -0.85 2.08 5.87
C31 1.58 -0.70 1.75
F2 -1.82 -1.48 -7.83
H23 -3.23 -2.45 -3.20
H24 -3.57 1.45 -0.67
C32 -1.29 0.75 -7.31
H25 8.71 6.15 -1.52
H26 -4.44 1.89 -9.21
H27 8.10 7.82 -3.23
C33 4.52 -5.93 4.01
C34 6.68 6.54 -4.20
H28 -5.18 -1.28 -0.90
F3 0.84 -4.95 2.48
F4 5.85 3.16 -3.25
H29 3.56 -0.74 -0.02
H30 1.97 -3.74 4.46
C35 0.33 -0.07 7.19
C36 -0.79 -0.28 6.40
O7 -5.27 0.48 0.09
C37 -4.62 -0.75 -0.15
C38 2.99 0.15 -0.09
H31 0.67 3.27 6.79
H32 -2.97 3.56 -8.15
C39 -2.12 -0.17 -7.91
C40 -2.30 -2.05 -3.57
H33 5.49 -6.19 4.42
F5 -2.42 -0.37 -1.94
H34 7.61 3.92 -1.53
H35 2.34 -6.86 1.58
H36 -1.22 -1.26 6.28
C41 -2.53 -1.09 2.03
H37 1.73 1.37 7.95
H38 4.57 -7.45 2.50
C42 -4.53 2.63 0.83
C43 0.12 -1.00 -4.45
C44 -2.73 2.51 -8.08
C45 -1.59 2.10 -7.40
H39 0.18 -2.97 2.08
C46 7.63 6.85 -3.24
H40 -2.54 0.99 1.81
O8 2.40 -1.29 2.45
H41 -3.88 -0.53 -9.07
P2 -3.33 -3.84 4.32
H42 -0.41 0.41 -6.77
C47 3.79 -4.89 4.57
C48 -4.04 -1.08 2.11


# C48H42BrGeIrN4O2S2Se

A structure of composition C48H42BrGeIrN4O2S2Se at a distorted geometry (ωB97M-V/def2-TZVPD, the Open Molecules 2025 dataset).

Multiplicity: 2
Charge: -1
⟨S²⟩: 0.75
Kohn-Sham gap (alpha / beta) (eV): 4.89 / 4.86
HOMO energy (alpha / beta) (eV): -4.18 / -4.15

Geometry (Å):
C1 2.08 -3.66 -4.56
C2 -1.20 3.05 -0.93
C3 2.38 -1.11 -5.59
C4 2.55 -2.21 -6.42
C5 -0.86 -0.33 -3.38
C6 1.42 -1.25 -0.76
H1 0.65 6.48 -0.96
H2 -1.05 2.20 1.54
Br1 -1.54 -2.31 -5.97
C7 -6.87 -0.76 0.46
H3 -2.16 -5.90 -3.65
N1 -0.50 -0.50 1.61
C8 -1.02 -0.49 -5.96
C9 4.36 -3.37 -1.48
H4 2.46 2.26 -0.62
C10 2.40 -3.49 -5.89
H5 -1.52 -2.03 3.65
C11 -0.07 -3.55 3.84
C12 -4.96 -2.24 0.86
H6 -2.25 0.64 1.70
H7 0.43 2.74 2.33
H8 4.16 -6.92 0.00
H9 -2.61 -7.06 -1.50
C13 1.80 -3.42 2.39
H10 -3.98 1.01 0.55
H11 -1.40 -6.35 0.54
O1 -1.60 -1.25 -3.09
C14 -1.98 -0.40 1.81
S1 -2.11 1.55 -0.88
N2 0.62 2.05 0.34
H12 6.37 -5.84 -0.34
C15 5.52 -4.04 -1.14
H13 2.79 -2.07 -7.47
C16 -0.33 1.56 -4.93
C17 2.06 -1.29 -4.25
Ge1 1.50 -2.91 -1.81
H14 2.10 -5.73 -0.60
H15 2.43 1.06 0.68
C18 -4.64 0.15 0.62
C19 5.46 -5.32 -0.60
H16 1.98 -4.66 -4.16
C20 -1.88 -6.26 -1.55
H17 1.52 -4.99 3.82
H18 6.49 -3.56 -1.30
C21 -1.76 4.17 -1.55
C22 -6.00 0.33 0.47
S2 2.43 -1.42 0.73
C23 0.17 0.63 2.33
O2 -0.08 0.30 -2.57
C24 -0.68 -4.60 -2.81
H19 2.49 -0.11 -5.98
H20 -0.22 0.68 3.36
C25 -6.35 -2.01 0.64
H21 -0.34 1.86 -8.30
C26 2.08 2.04 0.38
Ir1 -0.32 -0.11 -0.59
H22 0.23 -4.52 0.44
C27 0.07 3.19 -0.34
C28 3.06 -5.23 -0.75
C29 -0.74 0.23 -4.79
H23 -6.37 1.34 0.33
C30 0.14 5.53 -0.96
H24 -2.72 4.06 -2.03
C31 -0.45 1.42 -7.32
H25 1.91 -0.41 -3.62
H26 -1.07 -0.49 -8.10
H27 2.50 2.79 1.08
C32 0.01 1.97 1.67
C33 -4.06 -1.12 0.77
H28 2.06 -0.58 -1.36
C34 1.88 -2.56 -3.71
H29 0.13 3.19 -6.24
C35 -1.10 5.39 -1.57
C36 -0.59 -2.40 3.25
H30 -2.39 -2.18 0.87
H31 1.23 0.36 2.40
H32 4.43 -2.37 -1.90
C37 1.31 -2.25 1.81
H33 -0.13 2.11 -4.02
H34 1.67 4.53 0.14
H35 -2.27 -0.73 2.80
H36 -6.97 -2.89 0.67
C38 -1.62 -5.62 -2.75
N3 -4.74 -3.55 1.21
H37 -0.63 -4.02 4.64
C39 0.02 -4.19 -1.68
C40 -0.86 0.10 -7.21
C41 1.12 -4.08 3.39
H38 -1.56 6.24 -2.07
Se1 -3.23 -4.24 1.71
H39 -7.93 -0.62 0.31
H40 2.54 -4.36 -6.53
C42 4.22 -5.91 -0.41
C43 0.06 -1.74 2.20
C44 -0.19 2.15 -6.17
C45 0.71 4.43 -0.34
C46 3.10 -3.95 -1.28
H41 -0.50 -4.10 -3.76
C47 -0.28 -4.82 -0.47
H42 2.74 -3.80 2.01
N4 -2.68 -1.20 0.81
C48 -1.20 -5.86 -0.40


# C48H42CsFN8O5S

A structure of composition C48H42CsFN8O5S (ωB97M-V/def2-TZVPD, the Open Molecules 2025 dataset).

Charge: -2
Kohn-Sham gap (eV): 5.52
HOMO energy (eV): -2.11

Geometry (Å):
H1 5.37 -1.93 0.62
H2 4.87 2.70 -3.18
C1 -0.30 -6.60 -4.95
C2 -4.64 4.14 -1.09
H3 -1.67 -7.44 -3.46
H4 4.50 1.69 -1.06
N1 0.18 -2.99 1.96
C3 -5.87 3.23 0.78
H5 -3.17 2.84 -2.00
C4 -5.60 4.29 -0.09
C5 -5.17 2.05 0.62
C6 -0.68 -7.62 -3.89
H6 -2.89 -1.82 0.13
C7 2.70 2.67 -0.49
H7 0.04 -7.60 -3.07
Cs1 -0.08 -0.31 0.03
F1 3.20 -1.57 -6.82
H8 1.77 -7.15 -4.93
H9 5.06 -3.35 -1.94
C8 2.42 -2.47 -6.19
C9 4.27 -0.02 -3.74
O1 -1.16 -0.09 5.39
C10 -0.89 0.10 4.20
N2 -0.15 -0.66 3.37
C11 0.21 -2.66 -3.19
C12 -1.54 1.30 3.53
C13 2.31 -3.74 -6.75
O2 0.50 -1.60 -2.66
C14 -4.00 -0.12 0.54
C15 -2.91 3.25 3.70
H10 1.88 -1.16 -4.57
C16 -1.84 -3.40 -1.64
C17 -1.89 2.57 1.66
C18 4.89 2.40 -4.23
H11 0.12 4.26 0.45
C19 3.48 -1.73 -0.44
H12 2.58 -1.13 -0.36
H13 3.88 1.03 -5.55
N3 -3.59 -1.37 0.75
O3 1.38 -1.51 4.92
C20 1.06 -2.68 2.91
C21 1.77 -2.14 -5.03
N4 2.90 0.66 -1.86
C22 -2.33 2.15 4.30
H14 -6.13 5.22 0.01
H15 -6.60 3.34 1.57
C23 2.53 -4.43 2.21
H16 3.99 -1.53 1.66
C24 3.34 3.73 0.18
C25 3.41 1.62 -1.17
H17 4.41 3.86 0.29
C26 4.44 -1.35 0.68
C27 4.86 -2.41 -2.45
N5 -0.08 -5.26 -4.39
H18 -2.45 1.92 5.35
H19 1.80 -5.56 0.52
H20 2.91 1.56 -4.17
O4 -2.73 -4.26 -1.55
H21 -3.13 4.32 1.82
C28 0.74 -1.53 3.87
H22 4.62 3.27 -4.83
H23 -1.10 -6.54 -5.70
N6 1.34 2.79 -0.44
C29 3.76 -0.26 -2.46
H24 5.47 -0.78 -5.34
C30 0.94 -3.08 -4.43
H25 2.30 -6.36 -7.22
C31 -2.69 3.48 2.35
H26 4.70 -0.29 0.62
N7 -3.56 0.67 -0.41
H27 0.60 -6.06 -7.54
C32 -4.20 1.88 -0.39
C33 1.36 -6.06 -6.75
H28 -1.63 -5.49 -3.00
H29 3.19 -2.78 -0.35
C34 1.13 3.92 0.25
O5 -1.65 -2.39 -0.90
H30 -4.42 4.97 -1.75
H31 -1.69 2.70 0.60
C35 1.62 -4.75 1.22
C36 5.09 -0.97 -4.34
C37 0.79 -4.35 -4.99
H32 -3.53 3.93 4.27
H33 3.46 -4.99 2.30
S1 -5.25 0.60 1.58
C38 1.50 -4.68 -6.16
C39 -3.94 2.95 -1.24
H34 2.91 -3.10 3.88
H35 2.86 -3.97 -7.65
H36 5.91 2.10 -4.49
C40 4.05 -1.48 -1.81
C41 5.39 -2.17 -3.71
N8 -1.34 1.51 2.23
C42 2.25 -3.39 3.08
C43 2.33 4.56 0.64
H37 2.42 5.47 1.21
H38 6.02 -2.91 -4.19
C44 -0.87 -4.82 -3.37
H39 -0.30 -4.21 0.39
H40 0.79 -8.04 -6.09
H41 -0.69 -8.61 -4.33
C45 0.45 -4.00 1.14
H42 -3.97 -1.90 1.51
C46 3.91 1.25 -4.48
C47 0.97 -7.05 -5.67
C48 -0.81 -3.61 -2.76


# C48H43Br2IN8O8S5W

A structure of composition C48H43Br2IN8O8S5W (ωB97M-V/def2-TZVPD, the Open Molecules 2025 dataset).

Charge: 0
Kohn-Sham gap (alpha / beta) (eV): 6.23 / 6.49
HOMO energy (alpha / beta) (eV): -6.90 / -6.93

Geometry (Å):
C1 2.99 4.16 2.22
H1 3.79 -2.03 -3.40
H2 0.23 7.93 -2.92
C2 1.52 2.28 2.24
C3 3.83 0.43 1.08
N1 0.43 0.86 -4.47
H3 3.86 -2.25 -5.16
C4 0.31 -0.13 -3.56
S1 -4.02 0.66 1.59
C5 -1.59 -12.13 0.97
C6 0.07 7.13 -2.21
H4 -1.85 -9.98 2.60
Br1 4.02 5.44 3.11
O1 -2.33 2.41 3.69
C7 -1.59 -9.69 1.59
I1 -0.52 9.41 -0.31
H5 -0.19 1.66 -4.33
C8 -0.29 7.41 -0.90
H6 -2.97 4.45 0.07
O2 -0.05 2.46 -1.20
N2 -1.72 2.21 1.24
H7 -0.46 4.29 0.34
H8 1.71 -3.68 -1.02
H9 -7.33 6.05 0.13
C9 4.79 1.49 -0.85
H10 1.00 1.88 4.92
H11 -5.06 5.61 -0.50
O3 1.95 -2.02 1.20
C10 3.20 -2.21 -4.30
C11 0.22 5.81 -2.60
H12 0.51 5.56 -3.61
C12 4.93 0.83 1.83
H13 -1.55 -7.59 2.03
H14 -0.75 6.62 1.05
H15 0.64 2.35 -6.72
C13 1.55 2.22 -6.13
H16 2.41 2.19 -6.80
H17 4.72 1.77 -1.89
H18 -2.01 -12.70 0.14
C14 0.78 1.21 2.89
C15 5.96 1.55 1.25
C16 -0.49 6.40 0.03
C17 -1.09 -8.00 -0.02
O4 0.59 3.10 -3.24
C18 0.22 3.35 -2.10
H19 1.82 -4.67 1.26
N3 -1.88 0.18 0.28
C19 0.61 1.12 4.26
C20 2.96 4.12 0.83
H20 -2.24 -12.26 1.84
S2 -0.88 -6.29 -0.42
H21 2.22 3.05 -0.85
O5 -0.88 -6.19 -1.85
H22 6.81 1.86 1.84
H23 3.27 0.01 -5.95
O6 -1.79 -5.51 0.37
C21 2.41 -0.03 -5.30
H24 3.54 4.80 0.23
C22 -0.95 -8.96 -1.00
C23 3.74 0.78 -0.26
C24 2.21 -1.09 -4.41
N4 0.62 -5.98 0.18
O7 0.25 -1.27 -0.09
C25 -1.12 -10.30 -0.68
H25 4.98 0.56 2.88
S3 -2.07 3.17 2.49
C26 0.02 4.78 -1.68
H26 -4.65 -1.58 0.77
H27 -0.84 -1.44 1.86
C27 1.48 0.98 -5.31
C28 -3.75 4.53 0.80
C29 0.88 -3.53 -0.32
C30 -5.79 4.69 2.68
H28 6.69 2.43 -0.57
Br2 -0.40 -0.07 6.63
H29 -2.31 -1.76 -0.47
C31 -2.45 1.12 1.03
C32 5.89 1.87 -0.10
H30 1.33 -6.29 -0.47
H31 1.64 3.08 -5.46
C33 -0.33 5.08 -0.37
C34 2.27 3.23 2.94
C35 -4.61 4.04 2.99
C36 -3.86 -0.85 0.75
H32 2.68 -3.15 -4.17
N5 1.46 2.25 0.89
C37 -0.44 -0.72 2.55
H33 -0.05 -3.52 -0.89
C38 -0.64 -0.88 3.90
C39 2.20 3.15 0.22
C40 -5.96 5.26 1.42
H34 -7.93 5.71 1.66
C41 -3.59 3.97 2.06
H35 -0.72 -8.66 -2.02
C42 -0.11 0.07 4.77
C43 -1.44 -10.68 0.62
H36 2.29 3.23 4.01
H37 0.10 -4.45 1.47
N6 0.26 0.31 2.02
C44 0.87 -4.64 0.73
N7 1.17 -1.15 -3.59
C45 -4.93 5.17 0.48
H38 -1.22 -1.72 4.26
S4 -0.96 -0.06 -2.42
C46 -2.68 -0.93 0.12
O8 -1.01 4.15 2.55
C47 1.09 -2.18 0.34
H39 -1.01 -11.05 -1.45
H40 -6.59 4.75 3.41
N8 -7.13 5.95 1.11
C48 -1.42 -8.36 1.28
W1 0.22 0.75 -0.15
H41 -0.62 -12.57 1.22
H42 3.04 -0.16 1.52
H43 -4.47 3.59 3.96
S5 2.33 0.39 -1.28


Asked for molecular weight across the records above, the calculation gives 983.70, 1194.72, 994.88, 1490.81 g/mol in order.
Asked for DFT total energy across the records above, the calculation gives -169044.553, -276928.193, -86723.228, -282967.011 eV in order.